Density functional theory data (ωB97M-V with the def2-TZVPD basis set) for C33H51IrN3O2SSi3 as an isolated structure in a non-equilibrium geometry.

E_LUMO (alpha / beta) (eV): -7.9373 / -7.4403
Highest occupied orbital energy (alpha / beta) (eV): -13.753 / -14.020
Gap between HOMO and LUMO (alpha / beta) (Ha): 0.2137 / 0.2418
Spin multiplicity: 2
Net charge: +2

Last column: Löwdin charge in e.
Atoms and positions in Å:
Ir -0.26 0.82 0.41  1.103
C 3.70 -0.24 -1.73  -0.152
Si 1.93 -0.67 -1.29  0.474
C 1.63 -2.51 -1.37  -0.145
C 0.77 0.27 -2.45  -0.161
N 1.41 -0.18 0.38  -0.146
C 1.97 -0.64 1.55  -0.258
C 3.28 -1.16 1.61  0.005
C 3.79 -1.67 2.78  -0.031
C 3.00 -1.69 3.94  -0.007
C 1.72 -1.18 3.91  0.033
C 1.23 -0.62 2.74  -0.223
O 0.02 -0.04 2.62  -0.132
C -0.99 -0.38 3.55  -0.292
C -1.40 0.58 4.46  -0.007
C -2.38 0.25 5.39  -0.044
C -2.94 -1.02 5.38  -0.057
C -2.52 -1.97 4.46  -0.051
C -1.53 -1.65 3.54  -0.038
H 3.75 -0.01 -2.79  0.052
H 4.36 -1.09 -1.55  0.045
H 4.08 0.62 -1.18  0.030
H 1.90 -2.88 -2.36  0.054
H 0.58 -2.76 -1.19  0.027
H 2.23 -3.03 -0.63  0.042
H 0.43 -0.39 -3.25  0.054
H 1.27 1.12 -2.91  0.049
H -0.13 0.66 -1.95  -0.035
H 3.89 -1.14 0.72  0.101
H 4.80 -2.05 2.81  0.125
H 3.39 -2.11 4.86  0.128
H 1.10 -1.20 4.80  0.137
H -0.93 1.56 4.46  0.114
H -2.68 0.98 6.13  0.119
H -3.70 -1.26 6.11  0.117
H -2.94 -2.96 4.47  0.120
H -1.17 -2.38 2.83  0.119
C -2.45 3.21 1.93  -0.162
Si -1.81 3.57 0.19  0.456
C -2.86 2.64 -1.09  -0.173
C -1.88 5.39 -0.19  -0.153
C -0.06 2.79 0.04  -0.489
Si 1.34 3.61 1.09  0.451
C 1.21 3.09 2.89  -0.154
C 2.91 2.92 0.33  -0.169
C 1.33 5.48 1.00  -0.163
H -3.54 3.21 1.94  0.025
H -2.11 3.97 2.63  0.050
H -2.11 2.24 2.31  -0.005
H -3.89 2.53 -0.74  0.019
H -2.47 1.65 -1.33  -0.014
H -2.90 3.21 -2.03  0.050
H -2.88 5.65 -0.54  0.051
H -1.17 5.69 -0.96  0.044
H -1.68 5.99 0.70  0.040
H 0.27 2.83 -1.01  0.023
H 1.49 2.04 3.03  0.018
H 0.20 3.23 3.28  0.018
H 1.89 3.69 3.49  0.053
H 2.90 1.83 0.34  -0.015
H 3.78 3.27 0.89  0.052
H 3.03 3.25 -0.71  0.050
H 0.63 5.92 1.71  0.039
H 1.09 5.86 0.01  0.035
H 2.33 5.84 1.26  0.049
C -6.85 0.73 1.98  -0.072
C -5.41 1.25 2.05  -0.229
C -4.38 0.17 1.76  -0.173
N -4.49 -0.26 0.37  0.081
C -3.54 -0.69 -0.42  -0.678
S -1.91 -0.97 0.16  0.707
N -3.78 -1.08 -1.69  0.125
C -5.01 -1.51 -2.33  -0.354
O -4.91 -2.41 -3.11  0.178
C -6.27 -0.81 -2.01  -0.183
C -7.44 -1.56 -1.93  0.005
C -8.66 -0.93 -1.75  -0.038
C -8.72 0.46 -1.70  -0.046
C -7.56 1.21 -1.81  -0.060
C -6.33 0.59 -1.96  -0.050
H -7.54 1.52 2.29  0.088
H -6.99 -0.12 2.65  0.088
H -7.14 0.43 0.97  0.054
H -5.21 1.64 3.05  0.119
H -5.28 2.07 1.34  0.096
H -4.55 -0.69 2.42  0.133
H -3.37 0.53 1.94  0.066
H -5.44 -0.27 -0.01  0.116
H -2.98 -1.50 -2.15  0.133
H -7.38 -2.64 -2.00  0.131
H -9.57 -1.52 -1.69  0.120
H -9.68 0.95 -1.58  0.119
H -7.61 2.29 -1.80  0.117
H -5.43 1.17 -2.09  0.111

=====

Density functional theory data (ωB97M-V with the def2-TZVPD basis set) for an isolated ion of composition C5H12N2O and charge +1 in a non-equilibrium geometry.

E_LUMO (alpha / beta) (eV): -3.5192 / -4.9789
Highest occupied orbital energy (alpha / beta) (eV): -12.482 / -12.673
Gap between HOMO and LUMO (alpha / beta) (Ha): 0.3294 / 0.2828
Spin multiplicity: 2
Net charge: +1

Last column: Löwdin charge in e.
Atoms and positions in Å:
O -1.50 0.76 1.48  -0.093
C -1.89 -0.35 0.66  -0.211
C -1.15 -0.49 -0.68  -0.386
C 0.32 -0.96 -0.38  0.040
C 1.38 -0.20 0.10  -0.319
C 1.30 1.18 0.40  0.129
N 2.75 -0.75 -0.09  0.234
N -1.21 0.69 -1.47  0.042
H -1.68 -1.24 1.29  0.131
H -1.67 -1.35 -1.20  0.165
H -2.26 1.36 1.71  0.132
H 0.39 -2.07 -0.55  0.138
H 0.46 1.65 0.78  0.028
H 2.30 1.83 0.41  0.130
H 3.31 -0.77 0.73  0.163
H 3.27 -0.44 -0.96  0.213
H 2.19 -1.54 -0.35  0.109
H -0.69 1.52 -1.12  0.090
H -2.97 -0.25 0.35  0.142
H -1.16 0.61 -2.53  0.124

=====

Density functional theory data (ωB97M-V with the def2-TZVPD basis set) for C4H6Si in the gas phase in a non-equilibrium geometry.

E_LUMO (alpha / beta) (eV): -0.6240 / -0.7243
SMILES string: C#C/C=C/[SiH3]
Highest occupied orbital energy (alpha / beta) (eV): -8.616 / -8.986
Gap between HOMO and LUMO (alpha / beta) (Ha): 0.2937 / 0.3036

Last column: Löwdin charge in e.
Atoms and positions in Å:
C -2.11 0.75 -2.19  0.115
C -1.73 0.53 -1.10  -0.249
C -1.15 0.07 0.04  -0.051
C 0.55 -0.54 -0.12  -0.217
Si 1.68 -0.59 1.30  0.525
H -2.46 1.44 -2.92  0.033
H -1.47 0.33 1.03  0.059
H 0.70 -0.78 -1.16  0.003
H 3.16 -0.27 0.94  -0.072
H 1.62 -1.72 2.29  -0.089
H 1.22 0.78 1.90  -0.059

=====

Density functional theory data (ωB97M-V with the def2-TZVPD basis set) for a 2-piece molecular cluster, C6H6O2S overall in a non-equilibrium geometry.

E_LUMO (alpha / beta) (eV): -2.1040 / -2.0995
SMILES string: Oc1ccccc1.O=S
Highest occupied orbital energy (alpha / beta) (eV): -8.254 / -8.252
Gap between HOMO and LUMO (alpha / beta) (Ha): 0.2260 / 0.2261

Last column: Löwdin charge in e.
Atoms and positions in Å:
O 0.90 1.14 -1.12  -0.004
C 0.06 0.25 -0.45  -0.270
C -1.28 0.17 -0.80  -0.036
C -2.14 -0.75 -0.15  -0.057
C -1.57 -1.37 1.01  -0.094
C -0.23 -1.25 1.43  -0.127
C 0.57 -0.52 0.69  -0.055
H 1.64 1.39 -0.60  0.002
H -1.57 0.86 -1.59  0.108
H -3.17 -0.83 -0.44  0.091
H -2.20 -2.04 1.62  0.095
H 0.26 -1.78 2.25  0.111
H 1.67 -0.23 0.74  0.136
O 3.29 1.77 -1.24  -0.689
S 3.79 3.18 -1.36  0.789

=====

Density functional theory data (ωB97M-V with the def2-TZVPD basis set) for CH6N3 as an isolated structure in a non-equilibrium geometry.

E_LUMO (alpha / beta) (eV): -4.1267 / -6.1448
Highest occupied orbital energy (alpha / beta) (eV): -13.315 / -17.520
Gap between HOMO and LUMO (alpha / beta) (Ha): 0.3377 / 0.4180
Spin multiplicity: 3
Net charge: +1

Last column: Löwdin charge in e.
Atoms and positions in Å:
C -1.26 -1.16 -0.17  0.043
N 1.03 0.41 0.32  0.120
N -1.30 0.06 -0.30  0.114
N 2.05 0.03 -0.24  0.026
H -0.53 -1.56 0.49  0.099
H -2.04 -1.79 -0.41  0.089
H -2.09 0.45 -0.81  0.150
H -0.21 0.49 0.09  0.038
H 2.54 -0.81 0.05  0.139
H 2.58 0.48 -1.03  0.181

=====

Density functional theory data (ωB97M-V with the def2-TZVPD basis set) for a 2-piece molecular cluster, C2H6N2O2 overall in a non-equilibrium geometry.

E_LUMO (eV): 0.3930
SMILES string: [H]/N=C1\O[C@@H]1O.N
Highest occupied orbital energy (eV): -9.321
Gap between HOMO and LUMO (Ha): 0.3570

Last column: Löwdin charge in e.
Atoms and positions in Å:
H 1.65 1.01 1.82  0.071
N 0.86 0.62 1.31  0.155
C 0.89 0.73 0.06  -0.495
O 1.60 0.87 -1.02  0.093
C 0.13 0.08 -1.03  -0.178
O -0.82 0.80 -1.70  0.063
H 0.38 -0.90 -1.42  0.158
H -0.67 0.78 -2.65  0.123
N -1.25 -1.19 1.19  -0.017
H -0.38 -1.62 1.48  -0.002
H -1.37 -0.40 1.82  -0.003
H -1.01 -0.77 0.16  0.031

=====

Result set for energy relative to the best compared isomer or geometry (same formula, charge and spin): 4.74, 56.43, 105.76, 50.74, 0.00, 88.65 kcal/mol, one per record in the order listed.
Result set for energy: -2973.35805, -382.07737, -445.26642, -780.79662, -205.53734, -339.69138 a.u., one per record in the order listed.